#one
Entry from OMol25: the molecule C4H4S2 (ωB97M-V with the def2-TZVPD basis set).

As for the SMILES: S=C/C=C/C=S. As for the gap between HOMO and LUMO: 6.957 eV. The molar mass is 116.2 g/mol.

Geometry as ORCA input:
```
! wB97M-V def2-TZVPD RIJCOSX def2/J DEFGRID3
* xyz 0 1
S 2.92545 -0.33322 -0.14573
C 1.76163 0.83783 -0.00754
C 0.29225 0.62797 -0.01027
C -0.34578 -0.57867 0.03541
C -1.74910 -0.84362 -0.02801
S -2.90082 0.24223 -0.14104
H 2.04528 1.83059 0.06990
H -0.26338 1.54924 0.04019
H 0.33042 -1.44037 0.16486
H -2.09596 -1.89197 0.02223
*
```

#two
Entry from OMol25: the molecule C4H4S2 (ωB97M-V with the def2-TZVPD basis set).

As for the SMILES: S=C/C=C/C=S. As for the gap between HOMO and LUMO: 7.098 eV. The molar mass is 116.2 g/mol.

Geometry as ORCA input:
```
! wB97M-V def2-TZVPD RIJCOSX def2/J DEFGRID3
* xyz 0 1
S -2.59581 -1.30728 -0.00464
C -1.92757 0.17283 -0.01089
C -0.49950 0.49773 -0.01298
C 0.49492 -0.41174 -0.00972
C 1.88041 -0.02104 -0.00545
S 3.13306 -1.04872 -0.00604
H -2.58723 1.02186 0.00281
H -0.23027 1.54136 0.03183
H 0.26103 -1.49573 0.01515
H 2.07096 1.05074 -0.00006
*
```

#three
Entry from OMol25: the molecule C4H4S2 (ωB97M-V with the def2-TZVPD basis set).

As for the SMILES: S=C1C=CCS1. As for the gap between HOMO and LUMO: 8.107 eV. The molar mass is 116.2 g/mol.

Geometry as ORCA input:
```
! wB97M-V def2-TZVPD RIJCOSX def2/J DEFGRID3
* xyz 0 1
S 2.20703 0.56351 -2.04136
C 1.02816 0.34271 -0.96880
C 0.35385 -0.88057 -0.67123
C -0.53681 -0.67472 0.30908
C -0.68757 0.62369 0.95096
S 0.34010 1.70093 -0.08227
H 0.57037 -1.80079 -1.18481
H -1.12317 -1.48498 0.69379
H -0.36601 0.69096 2.04546
H -1.78594 0.91926 0.94918
*
```

Of them, #three has the highest stability.

#one
Entry from OMol25: a structure of composition C21H17AsClF12N3O4PtS2 (ωB97M-V with the def2-TZVPD basis set).

The expectation value of S² is 0.753. As for the gap between HOMO and LUMO (spin up / spin down): 5.111 / 5.103 eV. The molar mass is 972.9 g/mol.

Geometry as ORCA input:
```
! wB97M-V def2-TZVPD RIJCOSX def2/J DEFGRID3
* xyz 1 2
Pt -0.01268 0.33986 0.80651
C -0.72234 3.07904 1.81913
N -0.93396 1.62742 2.01502
C -1.41883 1.10947 3.10403
C -1.40731 -0.27719 3.19603
C -1.68146 -1.24386 4.14982
C -1.20946 -2.45023 3.62237
C -0.65689 -2.18481 2.37570
N -0.82941 -0.87722 2.09043
C 0.73225 3.45035 1.67474
C 1.23473 3.81092 0.43257
C 2.57242 4.15726 0.29614
C 3.41058 4.12331 1.39755
C 2.90923 3.77105 2.64504
C 1.57601 3.43140 2.78155
H -1.15788 3.55570 2.69886
H -1.26747 3.38522 0.93194
H -1.77987 1.75578 3.89619
H -2.12946 -1.07543 5.11533
H -1.22687 -3.42114 4.08810
H -0.13984 -2.87037 1.72786
H 0.57590 3.84298 -0.42841
H 2.95612 4.45504 -0.67111
H 4.46237 4.34997 1.28461
H 3.56233 3.74965 3.50678
H 1.19456 3.13116 3.75116
F 1.71311 2.61087 -2.97543
C 1.94309 1.35120 -3.29334
F 3.23836 1.13794 -3.41413
F 1.31926 1.03777 -4.41607
S 1.30709 0.23433 -1.94302
O 1.48338 1.01711 -0.69583
O 1.96909 -1.02189 -2.06690
N -0.24336 0.01646 -2.21655
S -1.28164 1.20402 -2.03650
O -1.34727 1.61515 -0.62056
O -1.23871 2.24947 -2.99779
C -2.83372 0.24024 -2.30134
F -2.73609 -0.52568 -3.38185
F -3.83233 1.08649 -2.43216
F -3.04674 -0.54670 -1.23989
F 1.70118 -1.06163 1.07826
As 2.85339 -0.70096 2.50224
F 3.49821 0.53782 1.50552
F 3.90839 -1.85900 1.83390
F 3.84132 -0.31103 3.82760
F 2.00653 -1.93059 3.35548
F 1.60507 0.43215 3.00647
Cl -3.58418 -3.60297 -0.59762
C -2.70088 -3.65694 -2.05144
C -3.28765 -4.15926 -3.18584
C -2.54617 -4.21755 -4.36571
C -1.21140 -3.79044 -4.45231
C -0.60929 -3.29547 -3.33655
C -1.33140 -3.20560 -2.09426
C -0.69901 -2.69088 -1.01038
H -4.30867 -4.51167 -3.15473
H -3.02584 -4.61622 -5.25160
H -0.67465 -3.86078 -5.38732
H 0.41199 -2.93302 -3.35553
H 0.36302 -2.46755 -1.05707
H -1.23620 -2.53052 -0.08572
*
```

#two
Entry from OMol25: a structure of composition C21H17AsClF12N3O4PtS2 (ωB97M-V with the def2-TZVPD basis set).

The expectation value of S² is 0.794. As for the gap between HOMO and LUMO (spin up / spin down): 6.545 / 5.133 eV. The molar mass is 972.9 g/mol.

Geometry as ORCA input:
```
! wB97M-V def2-TZVPD RIJCOSX def2/J DEFGRID3
* xyz 1 2
Pt -0.23963 -0.01718 -0.74727
C 2.65126 -1.36962 -0.83957
N 1.76833 -0.17169 -0.87895
C 2.36331 0.97205 -1.07291
C 1.56735 2.13552 -1.03245
C 1.80150 3.53711 -1.11437
C 0.59078 4.12416 -0.91418
C -0.38751 3.06136 -0.71762
N 0.21841 1.90059 -0.80147
C 3.29099 -1.45906 0.52512
C 4.62465 -1.09201 0.66881
C 5.23133 -1.13145 1.91690
C 4.50425 -1.53248 3.02735
C 3.17598 -1.91450 2.88507
C 2.57142 -1.88488 1.63827
H 3.42298 -1.19148 -1.58931
H 2.07612 -2.24511 -1.11288
H 3.43502 1.00893 -1.23018
H 2.75259 4.01079 -1.29295
H 0.35573 5.17589 -0.90009
H -1.44724 3.14649 -0.52880
H 5.20262 -0.79136 -0.19821
H 6.27411 -0.86199 2.01651
H 4.97769 -1.57085 3.99908
H 2.61766 -2.26845 3.74177
H 1.56845 -2.27463 1.52009
F -1.78719 2.85085 -3.04902
C -2.40216 1.68716 -3.32161
F -1.45646 0.79648 -3.65023
F -3.22327 1.85596 -4.33047
S -3.28253 1.10605 -1.80960
O -2.13515 0.90500 -0.86154
O -4.08190 2.20025 -1.36939
N -4.00960 -0.12998 -2.29751
S -3.85999 -1.61987 -1.72106
O -2.88434 -1.65340 -0.66749
O -5.13092 -2.22452 -1.54802
C -3.07747 -2.41107 -3.20181
F -3.67169 -1.99313 -4.31375
F -3.17395 -3.72184 -3.11527
F -1.79035 -2.04949 -3.24911
F -0.11259 -2.08692 -0.63732
As -0.25620 -4.07073 -0.33059
F 1.45519 -3.92847 -0.15397
F -0.04846 -4.14610 -2.02173
F -0.24019 -5.72936 -0.00543
F -1.93773 -3.98268 -0.51688
F -0.42082 -3.54333 1.30828
Cl -3.74379 0.41720 1.98274
C -2.40218 1.42365 2.25436
C -2.62524 2.70991 2.72557
C -1.55233 3.52167 3.04738
C -0.23029 3.07182 2.92820
C -0.00114 1.80797 2.45530
C -1.07114 0.95712 2.07325
C -0.74811 -0.30498 1.53128
H -3.64061 3.05578 2.85676
H -1.74531 4.51813 3.42403
H 0.59031 3.71103 3.22250
H 1.01098 1.43050 2.35449
H -1.52280 -1.03469 1.29783
H 0.24121 -0.69212 1.74208
*
```

Of them, #two has the highest stability.

#one
Entry from OMol25: the molecule C2H4N6O3 (ωB97M-V with the def2-TZVPD basis set).

As for the SMILES: Nc1nn([N+](=O)[O-])n(N)c1=O. As for the gap between HOMO and LUMO: 9.077 eV. The molar mass is 160.1 g/mol.

Geometry as ORCA input:
```
! wB97M-V def2-TZVPD RIJCOSX def2/J DEFGRID3
* xyz 0 1
N 1.05133 2.15435 0.11293
C 0.07383 1.25048 0.02237
N -1.17440 1.48871 -0.23772
N -1.83375 0.32574 -0.34476
N -3.15101 0.23114 0.09898
O -3.79127 1.23834 0.03340
O -3.50954 -0.86927 0.42011
N -0.88124 -0.79989 0.06569
N -1.15374 -2.05418 -0.40134
C 0.34307 -0.20982 0.17355
O 1.40124 -0.76390 0.38428
H 1.96715 1.82347 0.36506
H 0.85050 3.13680 0.06286
H -1.65954 -2.61078 0.28252
H -0.30742 -2.50880 -0.72884
*
```

#two
Entry from OMol25: a cluster of 2 separate species, C2H4N6O3 in total (ωB97M-V with the def2-TZVPD basis set).

As for the gap between HOMO and LUMO (spin up / spin down): 6.445 / 8.112 eV. The molar mass is 160.1 g/mol.

Geometry as ORCA input:
```
! wB97M-V def2-TZVPD RIJCOSX def2/J DEFGRID3
* xyz 0 1
C 0.30146 0.95321 0.98990
C -0.89047 0.39857 0.21711
N 0.90332 -0.10743 1.49981
N -0.73846 -0.98677 0.46729
N 0.30299 -1.18486 1.23023
N 0.56095 2.26946 0.99965
N -1.62547 -1.99186 0.01787
N 1.40921 -0.60079 -1.81717
O 1.94923 -0.99599 -2.76905
O -1.66310 0.99708 -0.52981
O 1.11309 0.42553 -1.31423
H 0.43107 2.63667 0.10116
H 1.23233 2.44884 1.72074
H -2.26230 -1.52064 -0.57606
H -1.02384 -2.74103 -0.23744
*
```

Of them, #one has the highest stability.

#one
Entry from OMol25: the molecule C2H2N2O3S (ωB97M-V with the def2-TZVPD basis set).

As for the SMILES: O=C1N=CS(=O)(=O)N1. As for the gap between HOMO and LUMO: 9.808 eV. The molar mass is 134.1 g/mol.

Geometry as ORCA input:
```
! wB97M-V def2-TZVPD RIJCOSX def2/J DEFGRID3
* xyz 0 1
O -2.43917 -0.78264 -0.76892
C -1.50684 -0.33528 -0.17888
N -1.22402 0.94986 0.32116
C -0.02514 1.25196 0.40569
S 1.04303 -0.25712 0.12960
O 1.48987 -0.46449 -1.21418
O 1.91759 -0.45837 1.19544
N -0.27089 -1.25259 0.24840
H 0.26184 2.33358 0.61041
H -0.21260 -1.98103 -0.33632
*
```

#two
Entry from OMol25: a cluster of 3 separate species, C2H2N2O3S in total (ωB97M-V with the def2-TZVPD basis set).

As for the gap between HOMO and LUMO: 9.858 eV. The molar mass is 134.1 g/mol.

Geometry as ORCA input:
```
! wB97M-V def2-TZVPD RIJCOSX def2/J DEFGRID3
* xyz 0 1
C -1.35733 1.00606 1.53938
C -1.09459 -0.05742 1.03174
N -3.29250 0.86811 -1.42631
N -2.30936 0.43925 -1.75844
O -4.28574 1.00693 1.48215
O -4.04817 -1.26752 0.57254
O -1.30614 -0.00041 -2.03085
S -4.62542 0.03646 0.46581
H -1.63688 1.90160 1.90611
H -0.59343 -1.00718 0.74814
*
```

Of them, #one has the highest stability.

#one
Entry from OMol25: a cluster of 4 separate species, H9NO3 in total (ωB97M-V with the def2-TZVPD basis set).

As for the SMILES: N.O.O.O. As for the gap between HOMO and LUMO: 11.426 eV. The molar mass is 71.1 g/mol.

Geometry as ORCA input:
```
! wB97M-V def2-TZVPD RIJCOSX def2/J DEFGRID3
* xyz 0 1
N -0.05475 -0.74325 -2.72163
H -1.02219 -1.03723 -2.85604
H 0.08243 -0.64282 -1.72232
H -0.03244 0.20890 -3.09393
O 3.20783 -1.85559 -2.94018
H 2.42332 -1.32285 -2.84839
H 2.82448 -2.65288 -3.24932
O -1.18064 -0.80585 1.36150
H -0.30185 -1.06052 1.06865
H -1.48116 -1.33537 2.08966
O -1.50210 3.39708 5.10618
H -2.07519 3.78388 4.41425
H -0.88773 4.06650 5.39156
*
```

#two
Entry from OMol25: a cluster of 4 separate species, H9NO3 in total (ωB97M-V with the def2-TZVPD basis set).

As for the SMILES: N.O.O.O. As for the gap between HOMO and LUMO: 10.787 eV. The molar mass is 71.1 g/mol.

Geometry as ORCA input:
```
! wB97M-V def2-TZVPD RIJCOSX def2/J DEFGRID3
* xyz 0 1
N 2.04638 0.72046 0.26809
H 2.57135 0.21327 -0.43015
H 1.41709 1.44666 -0.11016
H 2.27998 0.66746 1.24813
O -1.33511 0.88784 2.00990
H -2.15986 1.34114 2.17489
H -1.10748 0.96792 1.11821
O -2.04976 -0.47116 -0.82570
H -1.09734 -0.61463 -0.58006
H -2.12257 -0.82321 -1.64151
O 0.36237 -1.23684 -1.22418
H 0.92392 -0.93829 -0.61091
H 0.27101 -2.16063 -1.39655
*
```

Of them, #one has the highest stability.

#one
Entry from OMol25: a cluster of 4 separate species, C2H14NO4 in total (ωB97M-V with the def2-TZVPD basis set).

As for the gap between HOMO and LUMO: 11.449 eV. The molar mass is 116.1 g/mol.

Geometry as ORCA input:
```
! wB97M-V def2-TZVPD RIJCOSX def2/J DEFGRID3
* xyz 1 1
C 0.93517 -0.49189 1.67255
O 1.35569 0.55011 0.71055
C -0.60446 -0.49208 1.62874
N -1.06911 -0.72203 0.12773
H 1.39726 -0.31445 2.84017
H 1.41094 -1.38248 1.22936
H 1.98070 1.14451 1.09559
H -1.01480 -1.32600 2.18948
H -1.17586 0.28555 2.01150
H -0.37738 -1.39990 -0.32625
H -0.79888 0.19554 -0.39957
H -2.01895 -1.00999 0.11218
H -0.60684 -1.65869 -2.81296
H 0.38276 -2.27509 -1.87210
O -0.12350 -1.55077 -2.09304
H -0.18552 2.92427 -0.31019
H -1.32524 2.48910 -0.85797
O -0.82978 2.28218 -0.07417
H 0.79692 1.27570 -0.92132
H 1.36213 0.56413 -2.21623
O 0.50874 0.91230 -1.73402
*
```

#two
Entry from OMol25: a cluster of 4 separate species, C2H14NO4 in total (ωB97M-V with the def2-TZVPD basis set).

As for the gap between HOMO and LUMO: 11.410 eV. The molar mass is 116.1 g/mol.

Geometry as ORCA input:
```
! wB97M-V def2-TZVPD RIJCOSX def2/J DEFGRID3
* xyz 1 1
C 0.95646 -1.12991 1.39758
O 1.41071 0.20753 1.75850
C -0.47813 -0.92274 0.96403
N -0.62506 0.09553 -0.11525
H 1.03065 -1.76196 2.27980
H 1.63435 -1.47303 0.61676
H 2.27813 0.39513 1.38445
H -0.73436 -1.87795 0.51164
H -1.10839 -0.63521 1.79657
H -1.48230 0.02720 -0.65092
H 0.13677 0.01935 -0.78238
H -0.55280 1.02469 0.33314
H -0.54670 -2.91802 -1.92620
H 0.87831 -2.71622 -1.61273
O 0.03533 -2.24093 -1.55403
H -0.46645 2.89101 0.25901
H -0.50999 2.92134 1.77899
O -0.99225 2.58401 1.01116
H 0.46540 2.05730 -2.46967
H -0.93293 1.63151 -2.87885
O -0.39674 1.82136 -2.10159
*
```

Of them, #two has the highest stability.